[1]
2 unconnected molecules or ions with the total composition C2H5NOS in a non-equilibrium geometry. Source: the Open Molecules 2025 dataset; level of theory: wB97M-V/def2-TZVPD.

Structure (XYZ):
```
10
Properties=species:S:1:pos:R:3:mulliken_charge:R:1
C -0.87514 -0.08731 0.10982 0.675
C 0.35444 -0.63296 -0.35397 -0.596
H 0.32438 1.82877 0.23227 0.282
H -1.70500 1.63721 -0.22695 0.232
H 0.38819 -1.45793 0.21895 0.337
H 0.08009 -1.19301 -1.34193 0.314
H 2.27223 -1.01719 1.40100 0.164
N -0.75598 1.29580 -0.08648 -0.504
O -2.04359 -0.52580 0.09497 -0.636
S 1.96038 0.15242 -0.04769 -0.269
```

**Highest occupied orbital energy**: -0.35354 Ha
**Relative energy (zero: lowest compared OMol25 entry of this formula, charge and spin)**: 103.14 kcal per mole


[2]
C4H6N2 in the gas phase in a non-equilibrium geometry. Source: the Open Molecules 2025 dataset; level of theory: wB97M-V/def2-TZVPD.

Structure (XYZ):
```
12
Properties=species:S:1:pos:R:3:mulliken_charge:R:1
N -2.52925 -0.52512 -1.35285 -0.407
C -1.81164 0.13876 -0.73737 0.316
C -0.87169 0.92101 0.05794 -0.588
C 0.18517 -0.05567 0.59737 0.348
C 0.94098 -0.96792 -0.56797 -0.653
N 1.45662 0.47973 0.74388 -0.673
H -0.36875 1.67140 -0.56165 0.272
H -1.43674 1.47430 0.82577 0.278
H -0.20216 -0.67353 1.41902 0.356
H 1.30540 -0.59947 -1.54946 0.242
H 1.43044 -1.97238 -0.46557 0.252
H 1.90162 0.10891 1.59089 0.255
```

**Highest occupied orbital energy**: -0.35324 Ha
**Relative energy (zero: lowest compared OMol25 entry of this formula, charge and spin)**: 87.21 kcal per mole


[3]
C21H16O3S in the gas phase in a non-equilibrium geometry. Source: the Open Molecules 2025 dataset; level of theory: wB97M-V/def2-TZVPD.

Structure (XYZ):
```
41
Properties=species:S:1:pos:R:3:mulliken_charge:R:1
O 1.28014 0.48966 -0.28654 -0.607
O -0.71955 0.41752 -1.39149 -0.463
O -0.55221 0.58560 5.86598 -0.345
S -0.16467 -4.43387 -1.43378 -0.270
C 0.13021 0.91267 -0.51461 0.699
C -1.08246 -3.60537 -0.17065 -0.244
C -1.01899 -2.28789 -0.21882 -1.032
C -1.55426 1.15394 3.77385 -0.758
C 0.82070 1.64067 4.09850 -0.287
C -1.44230 1.52045 2.47606 -0.278
C 0.94184 1.75522 2.74216 -0.666
C 0.93074 -0.31523 -6.22826 -0.575
C 0.47406 0.73835 -5.49887 -0.562
C -0.44309 1.20880 4.64073 0.754
C 0.20086 -2.97129 -2.30640 0.396
C -0.34326 -1.88344 -1.55043 0.376
C -0.21103 1.73424 1.86751 0.378
C 1.16679 -1.47627 -5.56663 -0.717
C 0.91517 -2.78892 -3.53029 -0.580
C 0.10918 0.73669 -4.14369 -0.911
C -0.19450 -0.60780 -2.07239 0.801
C 0.85557 -1.63016 -4.19074 0.745
C 0.27317 -0.55529 -3.43560 0.511
C 0.14150 1.08537 6.95728 -0.869
C -0.28191 2.11096 0.39028 -0.976
H -1.51141 -4.09636 0.67518 0.470
H -1.62424 -1.63796 0.41269 0.324
H -2.59764 1.12700 4.14401 0.296
H 1.72396 1.63539 4.73580 0.306
H -2.46878 1.44877 2.06161 0.227
H 1.85460 1.91105 2.17022 0.403
H 1.14709 -0.12874 -7.27296 0.376
H 0.55006 1.67702 -5.93686 0.390
H 1.49481 -2.38829 -6.07338 0.338
H 1.32006 -3.72891 -4.00635 0.284
H -0.20301 1.58125 -3.53088 0.349
H -0.56521 1.40217 7.67818 0.294
H 0.72179 0.29162 7.44993 0.260
H 0.76883 1.91879 6.83368 0.405
H -1.27411 2.51755 0.15444 0.372
H 0.43147 2.93505 0.23151 0.384
```

**SMILES**: COc1ccc(CC(=O)Oc2c3ccccc3cc3sccc23)cc1
**Highest occupied orbital energy**: -0.27988 Ha
**Relative energy (zero: lowest compared OMol25 entry of this formula, charge and spin)**: 35.39 kcal per mole


[4]
2 unconnected molecules or ions with the total composition C9H14S in a non-equilibrium geometry. Source: the Open Molecules 2025 dataset; level of theory: wB97M-V/def2-TZVPD.

Structure (XYZ):
```
24
Properties=species:S:1:pos:R:3:mulliken_spin:R:1
C -0.03217 -0.13376 -3.59963 1.069
C 1.41715 0.31291 -3.90656 0.602
S 0.09178 -1.35960 -2.22084 -0.028
H -0.60338 0.72329 -3.25215 -0.206
H -0.48534 -0.61736 -4.45785 -0.370
H 1.38939 1.15212 -4.61315 -0.146
H -0.95700 -2.12040 -2.53168 -0.011
H 1.89919 -0.50370 -4.43618 -0.142
H 1.85613 0.68307 -2.98616 -0.159
C -0.83597 1.96511 0.91384 0.399
C 1.08585 -0.51196 3.21680 -0.308
C 0.73858 0.61114 2.48902 0.470
C 0.22435 -1.58714 3.21376 0.444
C -0.52154 0.81487 1.85855 -0.945
C -0.97838 -1.52776 2.42935 -0.337
C -1.31638 -0.34077 1.77267 0.883
H 2.02249 -0.64108 3.74841 -0.107
H 1.40076 1.44935 2.73329 0.220
H 0.30570 -2.40544 3.92614 0.020
H -1.58913 -2.41718 2.40434 -0.333
H -1.71420 2.51343 1.25630 -0.074
H -0.99846 1.47163 -0.05104 -0.094
H -2.30099 -0.29016 1.31441 0.219
H -0.09842 2.75939 0.77835 -0.067
```

**⟨S²⟩**: 0.751
**Charge**: -1
**Highest occupied orbital energy (spin up / spin down)**: 0.03936 / -0.19188 Ha
**Multiplicity**: 2
**Relative energy (zero: lowest compared OMol25 entry of this formula, charge and spin)**: 14.70 kcal per mole


[5]
A molecular structure, C45H51BaN5OP2Te in a non-equilibrium geometry. Source: the Open Molecules 2025 dataset; level of theory: wB97M-V/def2-TZVPD.

Structure (XYZ):
```
106
Properties=species:S:1:pos:R:3:mulliken_charge:R:1
Ba 0.58973 1.61067 -0.29145 3.101
C -1.87980 3.48589 1.58490 -1.015
C -2.40499 3.35947 0.15751 0.164
N -1.32416 3.29962 -0.83296 0.156
C -0.64746 4.58077 -1.03989 -1.413
C 0.38313 4.89331 0.02038 0.498
C 0.69572 6.20241 0.36599 -0.950
C 1.68200 6.41681 1.31676 -0.919
C 2.31819 5.32779 1.89428 -1.134
C 1.95725 4.05268 1.47810 0.707
C 2.66939 2.81768 1.97690 -1.094
N 1.81688 1.63047 2.03040 0.388
C 0.93554 1.57232 3.19963 -0.797
C -0.19606 2.59140 3.10131 -1.032
N -0.98052 2.38253 1.89367 0.255
N 1.02426 3.86148 0.55266 0.521
H -2.73943 3.54203 2.26756 0.568
H -1.32404 4.41973 1.68876 0.534
H -3.08824 4.19831 -0.04094 0.398
H -2.98055 2.43658 0.08203 -0.794
H -1.75330 3.03651 -1.71527 0.089
H -1.36132 5.41299 -1.10762 0.503
H -0.09616 4.51747 -1.98413 0.406
H 0.17403 7.03258 -0.09168 0.563
H 1.95419 7.42416 1.60320 0.439
H 3.07844 5.46737 2.65133 0.573
H 3.15376 3.03334 2.93928 0.438
H 3.44306 2.61561 1.23046 0.085
H 2.42583 0.81531 2.06103 -0.324
H 1.48228 1.76786 4.13400 0.383
H 0.51853 0.56415 3.25413 0.227
H 0.23586 3.59217 3.05222 0.527
H -0.79875 2.55371 4.02003 0.546
H -1.51668 1.51950 1.97894 -0.106
Te -1.82803 -3.04465 -1.98877 0.502
C -1.96320 -5.02232 -1.24153 0.260
C -1.25974 -5.42456 -0.11605 0.200
C -1.43280 -6.71408 0.35837 -0.552
N -2.24031 -7.61140 -0.20334 -0.640
C -2.90424 -7.22185 -1.28865 -0.389
C -2.80025 -5.95720 -1.84415 -0.496
C -0.85467 -2.28000 -0.22903 -1.163
P -1.83795 -1.12349 0.77148 0.330
C -3.00298 -0.18127 -0.30464 1.244
C -2.64926 0.22349 -1.59112 -0.454
C -3.49928 1.02279 -2.34439 -1.131
C -4.72156 1.42537 -1.82387 -0.516
C -5.07421 1.05209 -0.53367 -0.859
C -4.21674 0.26526 0.22189 -0.714
C -3.00183 -2.33472 1.54178 0.545
C -2.59145 -2.93599 2.73279 -0.312
C -3.21921 -4.07388 3.21345 -0.676
C -4.29808 -4.61344 2.52756 -0.544
C -4.76181 -3.98137 1.38470 -0.725
C -4.11799 -2.85515 0.89012 -0.410
P 0.65208 -1.35546 -0.59532 0.454
C 1.45737 -2.38017 -1.87389 -0.275
C 1.64817 -1.84939 -3.14528 -0.301
C 2.13724 -2.64657 -4.16994 -0.663
C 2.44468 -3.97605 -3.92238 -0.501
C 2.27794 -4.50552 -2.64902 -0.726
C 1.77965 -3.71297 -1.62789 -0.331
C 1.74706 -1.67474 0.85113 1.201
C 1.26392 -2.07475 2.09215 -0.686
C 2.10255 -2.10183 3.20111 -0.481
C 3.44212 -1.76608 3.06924 -0.589
C 3.94578 -1.39851 1.82514 -0.518
C 3.09933 -1.33489 0.72916 -0.970
H -0.60764 -4.71988 0.38623 0.261
H -0.89435 -7.04986 1.23955 0.374
H -3.55780 -7.96561 -1.73454 0.366
H -3.37146 -5.70078 -2.72905 0.348
H -1.69182 -0.07705 -2.00888 0.294
H -3.21221 1.31723 -3.34762 0.553
H -5.39325 2.03034 -2.41960 0.404
H -6.01951 1.37513 -0.11526 0.413
H -4.48521 -0.00957 1.23609 0.443
H -1.76084 -2.50812 3.28370 0.303
H -2.84839 -4.54820 4.11412 0.423
H -4.77583 -5.51529 2.88787 0.386
H -5.61783 -4.38503 0.85795 0.391
H -4.49313 -2.38675 -0.00986 0.272
H 1.40193 -0.80615 -3.31327 0.390
H 2.27875 -2.23406 -5.16137 0.428
H 2.81550 -4.60332 -4.72324 0.389
H 2.53405 -5.53995 -2.45566 0.438
H 1.62357 -4.12320 -0.63690 0.238
H 0.23332 -2.38979 2.17052 0.334
H 1.71504 -2.39130 4.17087 0.455
H 4.09571 -1.80128 3.93209 0.373
H 4.99891 -1.16741 1.71743 0.444
H 3.47226 -1.01725 -0.24021 0.120
C 2.79339 3.14926 -3.52902 -1.603
C 3.25626 2.46645 -2.23008 1.247
C 4.11028 3.46761 -1.43036 -1.343
C 4.12881 1.25319 -2.58595 -1.446
O 2.15011 2.07098 -1.48209 -0.096
H 3.62096 3.28719 -4.22624 0.411
H 2.35938 4.12587 -3.29711 0.281
H 2.02540 2.52892 -3.99495 0.273
H 4.86156 3.94602 -2.06114 0.471
H 4.61812 2.95704 -0.60867 0.240
H 3.45711 4.23638 -1.00937 0.165
H 4.97730 1.55012 -3.20509 0.457
H 3.53003 0.51435 -3.12075 0.250
H 4.50267 0.79238 -1.66886 0.245
```

**Highest occupied orbital energy**: -0.23086 Ha
**Relative energy (zero: lowest compared OMol25 entry of this formula, charge and spin)**: 56.26 kcal per mole


[6]
2 unconnected molecules or ions with the total composition C4H12 in a non-equilibrium geometry. Source: the Open Molecules 2025 dataset; level of theory: wB97M-V/def2-TZVPD.

Structure (XYZ):
```
16
Properties=species:S:1:pos:R:3:mulliken_charge:R:1
C 0.26814 -0.29434 -1.91716 -0.410
C 0.51686 1.02742 -2.71731 -0.787
H -0.02495 -0.03735 -0.84795 -0.082
H -0.52101 -0.85145 -2.30829 0.320
H 1.30147 -0.83493 -1.98881 0.217
H 0.40939 1.95906 -2.12461 0.272
H -0.23627 1.11646 -3.50348 0.235
H 1.53852 1.06351 -3.23643 0.235
C -0.21639 0.40137 2.33013 -1.013
C -0.54130 -1.14185 2.29555 -0.791
H -0.87118 0.98206 1.74315 0.342
H -0.55051 0.75612 3.37547 0.259
H 0.69127 0.78675 2.10621 0.379
H -1.29760 -1.29804 1.48152 0.202
H -0.83106 -1.70942 3.23442 0.321
H 0.22805 -1.88831 2.12155 0.299
```

**SMILES**: CC.CC
**Highest occupied orbital energy**: -0.41744 Ha
**Relative energy (zero: lowest compared OMol25 entry of this formula, charge and spin)**: 30.91 kcal per mole